# 1
76
Properties=species:S:1:pos:R:3 method="wB97M-V/def2-TZVPD" fmax_ev_per_a=6.45 smiles="CCCCCc1ccc([C@@H](Br)CC)c2nc(Cl)cnc12.O=C1C=CC(=O)C=C1.O=C1C=CC(=O)C=C1.O=C1C=CC(=O)C=C1" energy_ev=-133596.936 de_lowest_ev=0.000 e_lumo_ev=-1.75 charge=0
C -5.7640 -3.8311 -3.7541
C -4.3713 -3.0914 -4.2002
C -3.3488 -4.0889 -4.9305
C -1.8097 -3.5993 -4.9279
C -1.3080 -3.3375 -3.4210
C -0.6235 -1.9149 -3.1678
C 0.7331 -1.9327 -2.3730
C 1.4733 -0.5992 -2.0235
C 0.8306 0.7242 -2.4835
C 1.5968 2.0909 -2.0661
Br 1.2213 2.2979 -0.0846
C 3.1798 1.9829 -2.3949
C 4.0702 1.7421 -1.0574
C -0.5138 0.8174 -3.3262
N -0.9322 2.1437 -3.7001
C -2.1164 2.0089 -4.4755
Cl -2.8287 3.5842 -5.1332
C -2.8855 0.7086 -4.8386
N -2.4403 -0.5711 -4.4031
C -1.2155 -0.5255 -3.6492
H -5.4773 -4.9277 -3.5243
H -6.4553 -3.7555 -4.6802
H -6.2668 -3.3099 -2.8627
H -3.9665 -2.5992 -3.2476
H -4.7140 -2.2179 -4.8803
H -3.6677 -4.1286 -6.0456
H -3.5052 -5.1349 -4.4884
H -1.6324 -2.6990 -5.6322
H -1.1989 -4.4851 -5.3589
H -2.1132 -3.4826 -2.6178
H -0.5055 -4.1449 -3.2016
H 1.1910 -2.9298 -2.0276
H 2.4545 -0.6821 -1.4464
H 1.1454 3.0200 -2.5468
H 3.4935 2.9975 -2.8296
H 3.2882 1.1155 -3.1466
H 3.7291 0.8341 -0.4572
H 5.1327 1.4863 -1.4438
H 4.1348 2.6897 -0.4198
H -3.8447 0.7638 -5.4693
C -0.0563 -1.8055 1.6229
C -0.7941 -1.8556 2.7328
C -0.6068 -2.9303 3.7295
O -1.2813 -2.9780 4.7428
C 0.4303 -3.9464 3.4501
C 1.1679 -3.8964 2.3403
C 0.9802 -2.8209 1.3435
O 1.6542 -2.7721 0.3305
H -0.1802 -1.0255 0.8814
H -1.5565 -1.1196 2.9533
H 0.5545 -4.7262 4.1915
H 1.9310 -4.6327 2.1198
C 1.2592 5.2929 1.4549
C 1.1781 5.8739 0.2577
C 1.1484 7.3453 0.1197
O 1.0725 7.8765 -0.9726
C 1.2137 8.1475 1.3601
C 1.2948 7.5664 2.5577
C 1.3245 6.0947 2.6952
O 1.4006 5.5635 3.7879
H 1.2813 4.2173 1.5736
H 1.1302 5.3008 -0.6601
H 1.1916 9.2236 1.2406
H 1.3427 8.1391 3.4758
C 1.3849 -2.0661 7.6737
C 0.6413 -1.7346 6.6166
C 0.7634 -0.4046 5.9815
O 0.0846 -0.0990 5.0174
C 1.7406 0.5412 6.5614
C 2.4834 0.2090 7.6181
C 2.3621 -1.1204 8.2535
O 3.0412 -1.4246 9.2166
H 1.3087 -3.0347 8.1521
H -0.0801 -2.4175 6.1784
H 1.8172 1.5100 6.0832
H 3.2031 0.8900 8.0554


# 2
14
Properties=species:S:1:pos:R:3 method="wB97M-V/def2-TZVPD" fmax_ev_per_a=0.50 smiles="CO[C@@H](C)C=O" energy_ev=-8371.619 de_lowest_ev=1.663 e_lumo_ev=1.04 charge=0
C -1.6156 0.3968 1.0343
O -0.4255 0.8412 0.4190
C 0.1680 -0.1141 -0.4413
C 1.2563 0.6084 -1.2409
C 0.7409 -1.2277 0.4330
O 0.3118 -2.3539 0.4769
H -2.0559 1.2663 1.5264
H -2.3268 0.0048 0.2925
H -1.4304 -0.3839 1.7849
H -0.5961 -0.5594 -1.0977
H 1.1314 0.4598 -2.3162
H 1.1873 1.6801 -1.0340
H 2.2612 0.2759 -0.9603
H 1.5770 -0.9038 1.0926


# 3
113
Properties=species:S:1:pos:R:3 method="wB97M-V/def2-TZVPD" fmax_ev_per_a=1.61 energy_ev=-148393.671 de_lowest_ev=1.007 e_lumo_ev="-8.89 / -8.89" multiplicity=2 charge=+3
Ir -0.6592 -1.9488 -0.3989
C 0.4311 -1.5497 -3.6893
C -0.7688 -2.4340 -3.5533
C -1.2683 -3.1408 -4.6405
C -2.3653 -3.9709 -4.4847
C -3.0016 -4.0418 -3.2500
C -2.4844 -3.2964 -2.2146
N -1.3569 -2.5741 -2.3526
Sb -3.1539 -2.7660 -0.2340
C -4.1175 -0.9580 -0.9819
C -5.2144 -0.4400 -0.3052
C -5.8906 0.6446 -0.8562
C -5.4558 1.1544 -2.0648
C -4.3412 0.5819 -2.6826
C -3.8556 1.0876 -4.0111
N -3.6787 -0.4390 -2.1352
C -0.4953 -2.7428 1.4022
C -0.8690 -2.0737 2.5783
C -0.3412 -2.4265 3.8012
C 0.5782 -3.4690 3.8916
C 0.8938 -4.1916 2.7660
C 1.8572 -5.3348 2.7940
N 0.3316 -3.8276 1.5750
H 1.3155 -2.1272 -3.9673
H 0.6428 -1.0216 -2.7599
H 0.2678 -0.8075 -4.4721
H -0.7844 -3.0438 -5.6033
H -2.7472 -4.5259 -5.3317
H -3.9090 -4.6139 -3.1167
H -5.5550 -0.8881 0.6208
H -6.7611 1.0605 -0.3643
H -5.9786 1.9712 -2.5455
H -4.6787 1.1484 -4.7231
H -3.0959 0.4191 -4.4112
H -3.4385 2.0937 -3.9274
H -1.5938 -1.2751 2.4996
H -0.6439 -1.8997 4.6984
H 1.0244 -3.7459 4.8352
H 1.3838 -6.2787 2.5290
H 2.2768 -5.4316 3.7918
H 2.6703 -5.1679 2.0850
C 4.4689 3.2771 -0.1563
C 3.3686 2.6989 -1.0560
C 3.5780 3.1962 -2.4947
C 2.0261 3.2363 -0.5608
C 3.4395 1.1680 -1.0471
C 4.6628 0.5806 -1.4395
C 4.8445 -0.7782 -1.4983
C 3.7623 -1.5962 -1.1798
S 3.6769 -3.3219 -1.2112
C 2.0195 -3.2241 -0.7635
N 1.5501 -2.0210 -0.5656
C 2.5348 -1.0575 -0.7964
C 2.3806 0.3364 -0.7104
C 1.2072 -4.4501 -0.6741
C 1.2339 -5.3651 -1.7233
C 0.4853 -6.5313 -1.6641
C -0.2841 -6.8051 -0.5459
C -0.3120 -5.9078 0.5140
C 0.4274 -4.7426 0.4465
H 4.4355 4.3677 -0.1816
H 5.4653 2.9757 -0.4720
H 4.3319 2.9588 0.8797
H 3.5423 4.2865 -2.5247
H 2.8021 2.8114 -3.1589
H 4.5432 2.8875 -2.8924
H 2.0573 4.3281 -0.5627
H 1.8110 2.9063 0.4602
H 1.2096 2.9296 -1.2145
H 5.4889 1.2180 -1.7223
H 5.7919 -1.1985 -1.8072
H 1.4170 0.7294 -0.4075
H 1.8341 -5.1521 -2.5990
H 0.5086 -7.2263 -2.4920
H -0.8591 -7.7190 -0.4891
H -0.8999 -6.1190 1.3988
S -0.0178 1.3675 2.3648
C 1.1533 2.3751 3.2483
N 0.7558 3.2379 4.1592
C 1.6868 4.0489 4.9679
C 3.0020 4.1961 4.2227
C 3.4924 2.8261 3.7818
N 2.4257 2.1674 3.0056
H -0.2356 3.3144 4.3281
H 1.8336 3.5545 5.9292
H 1.2151 5.0117 5.1522
H 3.7387 4.6590 4.8762
H 2.8744 4.8413 3.3514
H 3.7486 2.2001 4.6380
H 4.3689 2.8980 3.1437
H 2.6612 1.5147 2.2669
C -1.7424 5.5384 1.1671
C -1.3990 4.3886 0.2351
As -1.3942 2.6261 1.0825
C -3.0446 2.5455 2.1018
C -3.4158 1.1577 2.6041
C -1.6736 1.2811 -0.2875
C -1.1789 1.5760 -1.6976
H -1.7880 6.4563 0.5810
H -0.9832 5.6782 1.9364
H -2.7107 5.4117 1.6491
H -0.4324 4.5390 -0.2434
H -2.1482 4.2143 -0.5422
H -2.9732 3.2630 2.9220
H -3.7905 2.9320 1.3998
H -4.4003 1.1986 3.0683
H -2.7092 0.7975 3.3513
H -3.4697 0.4311 1.7909
H -2.7588 1.1366 -0.2956
H -1.2066 0.3449 0.0687
H -1.5427 2.5267 -2.0908
H -1.5664 0.7868 -2.3438
H -0.0943 1.5719 -1.7717


# 4
112
Properties=species:S:1:pos:R:3 method="wB97M-V/def2-TZVPD" fmax_ev_per_a=0.74 energy_ev=-137936.156 de_lowest_ev=0.000 e_lumo_ev="-1.56 / -2.89" multiplicity=6 charge=+1
Ru -1.3503 -1.0469 -0.0612
C -0.1724 1.1140 6.0913
C -0.9647 0.4744 4.9801
C -2.4119 0.2114 5.3167
O -0.3335 -0.8263 4.6955
P -0.0137 -1.2230 3.2126
O -1.1091 -0.9458 2.2576
C 1.4558 -0.2915 2.7705
P 2.0976 -0.7100 1.1489
O 1.0187 -1.1186 0.2351
O 3.1673 -1.8392 1.3747
C 4.5930 -1.6161 1.6420
C 5.3544 -2.3941 0.5974
C 4.8933 -2.0566 3.0563
O 2.8833 0.5710 0.6941
C 2.6599 1.1703 -0.6380
C 3.3331 2.5177 -0.5846
C 3.2001 0.2647 -1.7214
O 0.3578 -2.7400 3.2785
C 1.2033 -3.3853 4.2911
C 1.8997 -4.5224 3.5835
C 0.3294 -3.8413 5.4356
H -0.6000 2.0863 6.3383
H 0.8688 1.2610 5.8025
H -0.2017 0.4874 6.9842
H -0.9093 1.0836 4.0733
H -2.4820 -0.4230 6.2020
H -2.9173 -0.2809 4.4863
H -2.9213 1.1537 5.5246
H 2.2326 -0.4003 3.5299
H 1.1444 0.7570 2.7320
H 4.7915 -0.5497 1.5291
H 5.1324 -3.4591 0.6834
H 6.4273 -2.2521 0.7367
H 5.0882 -2.0644 -0.4065
H 4.7564 -3.1327 3.1655
H 4.2576 -1.5482 3.7830
H 5.9298 -1.8176 3.2990
H 1.5784 1.2821 -0.7428
H 4.4076 2.4001 -0.4331
H 2.9318 3.1246 0.2272
H 3.1736 3.0476 -1.5254
H 4.2813 0.1436 -1.6192
H 3.0009 0.7161 -2.6955
H 2.7191 -0.7128 -1.7044
H 1.9309 -2.6463 4.6396
H 1.1812 -5.3056 3.3345
H 2.6622 -4.9509 4.2364
H 2.3730 -4.1796 2.6646
H -0.4375 -4.5224 5.0629
H -0.1518 -3.0035 5.9357
H 0.9397 -4.3777 6.1642
S -1.1193 -0.8181 -2.3600
C -0.9720 0.9096 -2.6029
N -0.6283 1.3525 -3.8315
C -0.3947 2.7764 -4.0423
C -1.4077 3.5584 -3.2556
N -1.3163 3.1649 -1.8594
C -1.4574 4.2291 -0.8709
C -0.2692 5.1566 -0.8952
C -0.3836 6.4718 -1.3213
C 0.7324 7.3020 -1.3573
C 1.9709 6.8138 -0.9719
C 2.0933 5.4945 -0.5451
C 0.9791 4.6732 -0.5069
C -1.1932 1.8498 -1.5518
S -1.2608 1.3525 0.1079
C -0.6362 0.5215 -5.0393
C -1.8534 0.8070 -5.8854
C -3.1267 0.5467 -5.3790
C -4.2512 0.8310 -6.1369
C -4.1158 1.3782 -7.4096
C -2.8533 1.6389 -7.9182
C -1.7259 1.3551 -7.1537
H -0.4913 2.9897 -5.1054
H 0.6183 3.0385 -3.7219
H -2.4147 3.3565 -3.6382
H -1.2101 4.6266 -3.3344
H -1.5590 3.7645 0.1057
H -2.3803 4.7805 -1.0708
H -1.3533 6.8561 -1.6197
H 0.6316 8.3277 -1.6875
H 2.8400 7.4575 -1.0000
H 3.0597 5.1135 -0.2379
H 1.0657 3.6435 -0.1725
H -0.5968 -0.5226 -4.7415
H 0.2739 0.7358 -5.6022
H -3.2308 0.1129 -4.3897
H -5.2362 0.6188 -5.7409
H -4.9945 1.5966 -8.0022
H -2.7423 2.0634 -8.9074
H -0.7375 1.5578 -7.5527
Cl -6.8639 -0.7053 1.6702
C -5.9945 -0.8755 0.1562
Cl -6.4651 -2.3463 -0.6859
Cl -6.2137 0.5341 -0.8697
C -4.5519 -0.9759 0.4654
N -3.4295 -1.0364 0.6783
C -2.0234 -4.5639 1.4028
C -1.3132 -4.3178 0.0688
C -2.0066 -5.0817 -1.0579
C 0.1610 -4.7183 0.1670
N -1.3738 -2.9095 -0.2122
H -1.9662 -5.6244 1.6587
H -3.0758 -4.2810 1.3376
H -1.5535 -3.9842 2.1980
H -1.9646 -6.1536 -0.8558
H -1.5163 -4.8881 -2.0128
H -3.0537 -4.7855 -1.1396
H 0.2414 -5.7866 0.3809
H 0.6543 -4.1577 0.9624
H 0.6771 -4.5081 -0.7710


# 5
15
Properties=species:S:1:pos:R:3 method="wB97M-V/def2-TZVPD" fmax_ev_per_a=0.55 smiles="O=C1NCCCN1" energy_ev=-9306.168 de_lowest_ev=0.225 e_lumo_ev=0.91 charge=0
O 2.7901 -0.3603 -0.0791
C 1.5775 -0.2561 -0.1361
N 0.7004 -1.2726 0.1620
C -0.6809 -1.1067 -0.2620
C -1.2434 0.1355 0.4311
C -0.2960 1.3309 0.1691
N 0.9016 0.8890 -0.5538
H 1.1182 -2.1882 0.2781
H -0.7557 -0.9796 -1.3533
H -1.2402 -1.9997 0.0168
H -1.3190 -0.0690 1.5063
H -2.2504 0.3562 0.0570
H -0.0405 1.8233 1.1216
H -0.7848 2.0800 -0.4597
H 1.5230 1.6174 -0.8979